Arrangement 1

Density functional theory data (ωB97M-V/def2-TZVPD) for 15 unconnected molecules or ions with the total composition C58H160N14O15.

Properties
E_HOMO = -0.3163 Eh
Kohn-Sham gap = 0.33861 Eh

Structure (ORCA input):
```
! wB97M-V def2-TZVPD RIJCOSX def2/J DEFGRID3
* xyz 0 1
O 10.525 13.803 15.525
O 11.279 20.006 15.688
O 15.065 15.458 11.892
O 19.705 21.356 17.780
O 18.019 12.604 15.301
O 12.364 17.817 21.726
O 16.190 11.057 19.236
O 22.069 18.615 21.411
O 15.982 22.261 18.917
O 14.646 12.755 13.049
O 15.058 13.963 22.202
O 12.868 21.170 23.608
O 15.521 16.950 19.225
O 23.702 13.325 17.248
O 21.175 11.160 21.823
N 17.538 12.911 23.298
N 22.233 18.236 24.417
N 16.196 10.059 10.927
N 22.950 16.953 16.325
N 14.213 20.616 17.343
N 13.753 9.339 17.060
N 17.229 14.194 18.396
N 15.239 22.844 23.198
N 7.943 16.196 16.570
N 12.505 16.868 14.304
N 12.704 15.603 23.587
N 20.256 14.680 22.290
N 21.494 19.879 15.948
N 17.464 15.664 21.186
C 15.908 20.521 15.537
C 15.541 11.384 11.196
C 19.418 20.046 17.285
C 16.234 15.782 12.673
C 19.601 18.506 15.315
C 20.311 13.429 21.462
C 11.903 18.995 21.098
C 18.303 12.942 16.621
C 14.365 11.660 10.281
C 16.533 14.695 24.646
C 20.068 18.104 23.412
C 21.032 12.444 22.368
C 11.838 18.233 14.346
C 11.660 18.659 15.791
C 15.651 20.733 17.057
C 16.409 13.259 24.106
C 15.178 13.040 23.202
C 11.001 20.548 16.986
C 19.629 21.528 19.178
C 22.065 17.379 22.062
C 15.182 11.462 12.639
C 16.410 20.904 22.339
C 10.530 18.226 13.551
C 14.462 12.841 14.427
C 13.797 11.574 17.766
C 16.291 23.591 19.372
C 20.074 19.800 15.930
C 14.226 17.183 18.758
C 12.218 15.392 22.233
C 10.637 12.819 14.573
C 14.216 20.673 23.575
C 16.220 22.067 17.532
C 22.428 18.437 20.103
C 21.111 13.693 20.222
C 23.956 14.668 16.811
C 22.028 10.277 22.533
C 21.428 15.138 16.641
C 15.081 21.577 22.608
C 9.182 15.388 16.604
C 21.479 17.467 23.440
C 9.288 14.751 18.027
C 15.702 17.222 20.577
C 9.206 14.328 15.604
C 17.034 10.855 20.340
C 11.972 20.333 24.223
C 14.641 13.408 20.899
C 15.909 16.718 13.823
C 17.165 17.067 20.986
C 18.181 17.592 19.974
C 19.063 11.860 14.637
C 24.758 12.450 16.823
C 14.647 10.330 17.624
C 11.237 14.237 22.255
C 15.344 9.949 18.940
C 17.659 15.392 16.440
C 17.333 14.054 16.967
C 11.515 16.660 21.588
C 22.788 15.619 17.049
H 13.685 20.941 16.524
H 16.892 13.390 18.916
H 13.943 13.809 14.662
H 16.825 16.247 11.891
H 15.889 9.027 18.877
H 24.248 14.709 15.713
H 18.608 15.790 16.766
H 19.725 18.260 24.390
H 21.232 12.855 19.516
H 25.647 12.604 17.465
H 23.801 17.409 16.617
H 21.460 16.606 21.609
H 24.871 14.950 17.327
H 21.409 16.440 23.866
H 10.190 14.191 17.926
H 10.303 13.120 13.563
H 24.391 11.408 16.900
H 19.249 10.894 15.013
H 10.693 18.000 12.502
H 13.069 11.585 18.555
H 15.334 21.237 14.956
H 19.625 15.345 21.892
H 17.220 22.085 17.306
H 11.725 20.299 17.700
H 13.441 16.326 23.539
H 16.433 10.932 21.289
H 13.594 12.967 21.065
H 18.326 19.927 17.244
H 14.634 9.795 19.810
H 19.395 13.328 16.694
H 16.271 19.900 22.019
H 21.882 19.014 16.332
H 7.935 16.923 15.841
H 16.763 14.862 13.024
H 22.123 14.088 20.480
H 16.927 21.388 21.536
H 22.052 12.826 22.417
H 16.887 16.925 14.194
H 16.622 15.227 21.568
H 20.013 17.633 15.767
H 19.308 17.507 22.841
H 12.068 20.339 25.300
H 23.037 16.945 22.181
H 10.851 18.071 16.323
H 22.407 19.181 24.080
H 15.694 23.786 20.214
H 11.977 16.118 14.662
H 13.081 15.188 21.626
H 19.840 18.420 14.292
H 11.285 16.458 20.555
H 22.488 19.407 19.635
H 17.650 15.201 20.320
H 16.406 12.430 24.868
H 21.528 14.738 15.632
H 14.333 12.517 17.802
H 11.963 15.794 24.247
H 10.930 19.362 21.548
H 16.125 11.215 13.171
H 10.962 21.662 16.954
H 13.987 21.322 18.058
H 15.546 14.927 25.078
H 10.255 14.449 22.656
H 23.416 17.905 19.997
H 8.398 14.232 18.283
H 9.982 19.171 13.629
H 16.131 19.968 17.711
H 19.762 22.552 19.353
H 9.423 15.518 18.786
H 14.724 20.684 24.588
H 18.070 12.036 17.251
H 15.452 10.506 16.895
H 20.304 20.890 19.749
H 17.986 17.128 19.033
H 8.835 14.757 14.662
H 14.030 16.546 17.858
H 13.770 10.729 10.157
H 10.029 16.060 16.446
H 18.617 21.351 19.570
H 14.280 8.472 16.957
H 22.948 16.739 15.315
H 9.896 17.438 13.968
H 18.211 18.657 19.772
H 14.369 23.319 23.356
H 10.583 16.890 22.111
H 18.673 11.685 13.615
H 15.401 17.616 13.440
H 11.641 13.360 22.795
H 17.327 14.791 25.339
H 15.189 12.063 22.791
H 16.867 16.103 16.792
H 13.502 16.918 19.553
H 16.929 20.756 15.257
H 15.880 24.327 18.638
H 21.876 9.236 22.090
H 14.272 13.096 23.809
H 17.200 17.629 21.933
H 15.241 18.172 20.856
H 12.560 18.985 13.950
H 20.607 12.364 23.385
H 15.659 19.532 15.150
H 19.131 17.204 20.225
H 14.225 19.581 23.215
H 19.744 20.697 15.301
H 17.367 23.674 19.498
H 14.363 10.780 12.938
H 15.371 12.692 20.598
H 11.086 13.946 21.224
H 16.561 14.930 18.549
H 19.927 14.497 23.227
H 23.111 17.758 24.573
H 16.356 13.657 16.553
H 14.555 21.792 21.668
H 15.459 9.360 10.889
H 23.030 10.604 22.375
H 21.033 14.314 17.247
H 17.060 20.890 23.215
H 10.205 11.823 14.752
H 12.255 19.291 23.978
H 14.111 18.223 18.526
H 14.655 11.975 9.311
H 15.406 12.732 14.959
H 22.660 15.831 18.120
H 15.079 16.489 21.204
H 14.594 14.201 20.122
H 20.113 19.076 22.870
H 10.940 20.551 23.857
H 19.972 12.446 14.551
H 19.284 13.099 21.123
H 13.381 11.662 16.780
H 17.536 9.865 20.264
H 16.352 12.097 11.099
H 21.890 10.331 23.594
H 11.718 12.595 14.434
H 13.659 12.397 10.716
H 12.961 9.321 17.655
H 15.294 16.138 14.427
H 14.740 14.533 12.007
H 15.699 22.829 16.923
H 15.660 22.726 24.086
H 20.723 14.483 19.600
H 25.013 12.562 15.790
H 12.660 19.725 21.348
H 13.799 11.996 14.667
H 17.814 11.624 20.284
H 12.607 18.607 16.321
H 20.755 15.924 16.698
H 18.418 12.856 23.788
H 12.682 16.600 13.349
H 17.583 13.639 22.587
H 7.702 16.560 17.480
H 18.514 18.415 15.246
H 11.746 18.890 20.017
H 10.033 20.181 17.323
H 16.631 15.356 23.769
H 16.637 10.062 10.065
H 21.736 17.878 19.587
H 21.816 20.654 16.549
H 17.537 15.332 15.356
H 8.503 13.481 15.806
H 19.785 19.289 18.004
*
```

Results of the Mulliken charge analysis, in e, for atoms 1 through 4: 0.01 -0.47 -0.61 -0.51

=====

Arrangement 2

Density functional theory data (ωB97M-V/def2-TZVPD) for 15 unconnected molecules or ions with the total composition C58H160N14O15.

Properties
E_HOMO = -0.3152 Eh
Kohn-Sham gap = 0.34102 Eh

Structure (ORCA input):
```
! wB97M-V def2-TZVPD RIJCOSX def2/J DEFGRID3
* xyz 0 1
O -2.755 2.952 25.816
O 3.490 0.997 33.294
O 1.303 1.630 29.065
O 3.899 7.152 30.610
O 7.603 3.711 27.075
O 2.680 1.016 26.708
O 1.869 4.865 36.306
O 5.353 5.893 24.268
O 6.317 4.423 37.765
O 9.759 0.665 33.831
O -1.594 -1.194 27.383
O 0.483 6.484 24.421
O -2.437 5.445 31.876
O 7.273 -4.201 30.070
O -4.011 0.098 32.416
N 7.756 5.942 36.231
N 5.222 2.219 29.490
N 5.502 7.680 33.875
N 3.028 8.232 36.658
N 0.398 7.584 31.019
N 8.024 3.141 31.678
N -0.930 7.630 27.701
N 4.490 -3.502 29.796
N -2.002 2.509 30.494
N -0.447 -2.771 29.432
N 5.513 8.897 26.434
N 3.048 3.786 24.425
N -1.735 4.467 27.815
N 2.276 -1.227 30.541
C 0.126 7.368 26.772
C 3.619 0.004 32.228
C 2.301 -0.725 31.924
C 7.709 0.614 31.659
C 5.299 3.697 38.543
C -2.760 3.270 24.413
C 0.870 3.054 25.379
C -1.272 1.350 32.500
C 5.958 6.984 24.964
C 7.070 2.847 28.065
C 5.650 3.197 28.414
C -0.436 6.915 25.441
C 1.061 7.175 37.830
C 2.075 -1.888 32.909
C 6.013 -1.558 29.448
C 9.028 3.790 36.720
C 4.341 7.682 31.810
C 8.119 -5.334 29.900
C -2.255 1.375 31.322
C -5.374 0.012 32.717
C 9.027 3.736 27.126
C -1.856 0.099 26.982
C -0.231 6.321 31.489
C -0.184 -1.415 27.474
C -3.635 3.905 26.414
C 6.543 3.924 36.493
C 6.217 4.798 24.095
C 4.681 1.695 33.543
C 2.459 6.071 35.994
C -4.099 5.325 28.451
C 1.253 6.422 27.349
C -0.015 -2.831 28.068
C -3.738 1.239 31.640
C 2.418 7.009 37.126
C -3.793 5.637 32.328
C 4.294 7.745 29.406
C 2.435 3.067 25.498
C 1.890 3.381 30.558
C 11.083 0.533 34.213
C 2.261 3.777 35.457
C 5.452 6.909 32.584
C -0.021 6.296 23.156
C 4.878 7.752 25.731
C 1.539 3.031 29.113
C 5.527 -2.924 28.956
C 5.032 5.427 32.555
C -3.188 4.196 27.811
C 3.024 1.687 25.505
C 8.108 1.854 32.477
C 3.549 -0.002 27.156
C -1.718 6.611 31.709
C 7.835 4.461 36.046
C 3.724 8.230 24.799
C 9.555 1.755 33.039
C -0.591 -3.939 27.262
C 5.712 4.609 28.977
C 6.710 -3.866 28.772
C 0.416 5.901 32.797
H 1.131 7.637 38.826
H 5.665 4.235 35.816
H 9.664 2.628 33.656
H 5.476 2.634 38.572
H 4.957 -3.659 30.669
H 9.273 4.118 28.135
H 0.397 7.757 37.165
H 3.110 -0.448 28.056
H 6.060 5.320 28.220
H 4.696 8.727 31.644
H 3.375 3.616 35.608
H 5.010 3.101 27.495
H 3.071 6.569 37.821
H 4.415 2.567 30.028
H 7.393 6.131 37.148
H 6.592 2.848 36.451
H 11.710 0.666 33.375
H -4.303 1.226 30.715
H 2.392 8.771 36.034
H 8.679 6.335 36.162
H 3.495 5.937 35.807
H 0.907 5.380 27.537
H 4.153 1.798 25.527
H 11.313 1.256 34.994
H 4.316 3.980 38.154
H -5.124 4.950 28.497
H 7.793 2.880 28.938
H -1.084 6.055 25.694
H -2.898 0.235 27.194
H 4.042 0.483 31.399
H 7.935 4.175 34.986
H 2.523 2.616 31.020
H 2.716 3.494 26.483
H 4.093 8.947 24.022
H -5.769 0.873 33.293
H 9.036 3.958 37.782
H -5.509 -0.911 33.301
H 1.022 -2.919 28.213
H -4.099 4.646 32.677
H -1.241 0.844 27.479
H 2.000 4.027 34.402
H -1.680 -3.873 27.175
H -1.787 7.343 32.557
H 6.436 4.338 25.073
H -0.483 -3.670 29.873
H -0.208 -3.840 26.248
H -3.612 4.809 25.769
H -0.213 5.466 30.758
H 0.702 8.292 26.613
H -0.366 -4.908 27.760
H 2.032 6.292 26.553
H 1.722 2.896 35.702
H 0.428 2.353 24.685
H 2.137 -0.452 29.918
H 0.292 6.719 33.554
H 0.659 2.840 26.431
H 3.990 3.976 24.659
H -3.783 5.615 29.440
H -0.695 7.136 22.864
H 1.540 0.044 32.217
H 2.656 4.711 24.287
H 0.693 3.617 28.738
H 4.557 7.705 34.287
H 7.126 1.803 27.626
H 5.754 4.202 23.328
H 3.743 8.716 29.262
H -1.591 0.557 33.173
H 4.443 7.080 26.500
H -4.445 6.067 31.568
H 2.606 4.189 30.631
H 2.424 3.290 28.515
H 1.079 3.625 31.288
H 4.802 9.268 27.068
H 2.765 1.114 24.619
H 9.960 4.176 36.282
H -3.303 3.366 28.490
H 8.721 -5.359 30.813
H 0.089 7.758 30.057
H 6.333 4.593 29.829
H 6.617 0.522 31.463
H -1.449 6.791 27.809
H 6.400 7.007 32.110
H 6.076 7.177 34.561
H 3.297 7.334 24.323
H 4.100 5.257 33.104
H 3.023 -2.440 32.908
H -2.149 0.407 30.774
H 7.501 -6.251 29.847
H -4.096 6.299 27.926
H 1.501 1.346 28.187
H -1.960 3.396 30.963
H 1.743 6.842 28.254
H 9.451 2.726 27.053
H -2.197 2.543 23.874
H 6.333 -4.732 28.234
H 0.291 -0.634 28.127
H 3.770 -2.801 29.970
H -0.628 5.352 23.233
H 4.865 5.123 31.568
H -1.389 -2.373 29.478
H 7.995 -0.310 32.193
H 5.084 2.131 32.631
H 6.591 6.627 25.720
H 0.260 -1.461 26.487
H 7.328 1.830 33.274
H 5.378 7.929 29.363
H 7.474 -3.462 28.061
H 5.802 4.822 32.988
H -3.753 6.330 33.164
H 0.542 4.014 25.076
H -4.120 2.069 32.188
H 6.700 -1.609 30.327
H 1.390 7.484 30.944
H -1.226 2.275 33.064
H -2.108 7.176 30.870
H 5.356 4.031 39.583
H 0.744 6.123 37.871
H -1.082 2.503 30.131
H -1.300 4.312 28.699
H -4.631 3.451 26.455
H 5.246 -0.807 29.620
H 4.393 -0.718 32.590
H 1.423 5.597 32.548
H 6.569 -1.062 28.603
H 8.252 0.666 30.703
H 1.826 -1.515 33.935
H 8.275 3.913 32.235
H -1.149 7.760 25.158
H 7.143 5.197 23.653
H 5.954 2.070 30.212
H 9.031 2.722 36.554
H -2.462 4.305 24.204
H 8.739 -5.197 28.978
H 2.060 6.602 35.129
H 2.838 8.684 25.242
H 3.719 -0.749 26.397
H -3.778 3.088 24.037
H 11.181 -0.502 34.530
H 5.700 9.631 25.701
H 4.056 6.989 28.694
H 4.602 0.448 27.319
H 1.304 -2.590 32.524
H 0.790 6.195 22.467
H -1.611 8.362 27.381
H 6.442 7.683 24.196
H -1.697 0.256 25.921
H 3.016 8.803 37.496
H -6.000 -0.089 31.854
H 5.027 -2.727 27.954
H 10.209 1.813 32.115
H 5.524 1.091 33.928
H 7.109 3.388 31.367
H 4.749 4.944 29.341
H -1.422 3.694 27.195
H -0.200 5.076 33.298
H 9.449 4.402 26.389
H 1.448 -1.840 30.539
H -0.281 1.033 32.137
H 4.535 2.446 34.363
H 3.462 7.754 32.478
*
```

Results of the Mulliken charge analysis, in e, for atoms 1 through 4: -0.03 -0.56 1.62 0.69

=====

Quick one: most stable of them? arrangement 2